{
  "formula": "C27H47Cl2N4O6SiY",
  "method": "ωB97M-V with the def2-TZVPD basis set",
  "elements": ["C", "C", "H", "H", "H", "C", "C", "H", "H", "H", "H", "Y", "Cl", "C", "O", "N", "C", "C", "H", "H", "H", "H", "H", "H", "H", "H", "H", "C", "C", "N", "H", "C", "O", "H", "H", "H", "H", "H", "H", "C", "C", "N", "H", "C", "O", "H", "H", "H", "H", "O", "C", "C", "C", "H", "C", "H", "C", "H", "C", "C", "H", "H", "H", "Si", "Cl", "C", "C", "C", "H", "H", "H", "H", "H", "H", "H", "H", "H", "O", "C", "C", "C", "C", "O", "N", "H", "H", "H", "H"],
  "xyz": [[2.78827, -2.58353, -1.67461], [2.36142, -1.75827, -2.85238], [2.06020, -3.39047, -1.49982], [2.91737, -2.03824, -0.72746], [3.75317, -3.05045, -1.91849], [2.50636, -2.21273, -4.09642], [2.95178, -3.59281, -4.39124], [2.42585, -1.54521, -4.94917], [2.34983, -4.33047, -3.85070], [4.00172, -3.77903, -4.14810], [2.82292, -3.80915, -5.45203], [1.13901, 0.10552, 0.68079], [3.13379, 1.67084, -0.28068], [-0.42383, 2.83656, 0.80274], [-0.58767, 1.59489, 0.58001], [-1.42902, 3.69997, 0.75345], [-2.76221, 3.15090, 0.53118], [-1.16670, 5.12699, 0.59527], [0.56710, 3.22499, 1.03874], [-3.02367, 2.48129, 1.36177], [-2.82596, 2.58589, -0.40997], [-3.45966, 3.98377, 0.51221], [-0.61534, 5.49263, 1.47483], [-2.12266, 5.64901, 0.51812], [-0.56055, 5.32120, -0.29894], [-2.20291, 2.26409, 4.18747], [-0.84533, 1.38465, 6.55356], [-2.50677, 1.21024, 4.26681], [-1.20824, 0.40597, 6.21025], [-1.40283, 0.40010, 4.76711], [-2.82771, 0.83949, 3.28773], [-0.68534, -0.38979, 3.96614], [-0.88481, -0.56247, 2.74492], [-0.47890, -0.37091, 6.47956], [0.16401, -0.88611, 4.48868], [-3.32634, 1.14137, 4.99089], [-2.16144, 0.18997, 6.70865], [-0.09826, -5.11151, 3.55747], [0.00299, -4.32790, -0.29112], [-0.91773, -4.70299, 2.94135], [-0.75227, -4.60926, 0.45178], [-0.40274, -4.03052, 1.75194], [-1.50781, -4.02298, 3.56316], [0.30823, -2.91928, 1.84295], [0.74313, -2.25141, 0.85827], [-1.73759, -4.23847, 0.12234], [0.51207, -2.56014, 2.87123], [-1.53312, -5.55109, 2.61734], [-0.79658, -5.70056, 0.56435], [1.13367, -0.34421, -1.37205], [1.84264, -0.36472, -2.56075], [0.50415, -0.24189, -4.76225], [1.25398, 0.38764, -3.75165], [0.17524, -1.26432, -4.65944], [0.20516, 0.42640, -5.95349], [2.70652, 0.22925, -2.24418], [1.55387, 1.73180, -3.88445], [-0.27832, -0.12546, -6.75941], [0.56310, 1.76383, -6.09688], [1.24375, 2.40225, -5.05063], [2.04715, 2.21375, -3.02588], [0.35507, 2.26578, -7.04025], [1.56372, 3.43878, -5.17601], [-1.86364, -0.76902, -2.57151], [-0.86586, -2.51341, -3.10531], [-2.77550, -0.51558, -4.14655], [-1.39857, 1.12973, -2.53975], [-2.14730, -1.15577, -0.77972], [-2.22387, 0.13720, -4.82825], [-3.70182, -0.06469, -3.76646], [-2.89653, -1.49782, -4.60625], [-3.18713, -1.52844, -0.84624], [-2.12434, -0.30782, -0.10887], [-1.52576, -1.93918, -0.31084], [-0.97476, 1.51914, -3.47233], [-0.77579, 1.55744, -1.74092], [-2.38806, 1.60673, -2.44632], [0.01025, 3.62611, 3.76465], [0.93375, 2.80706, 3.75967], [1.93769, 2.60581, 4.89827], [2.72190, 1.37643, 4.50341], [2.09938, 0.98416, 3.18842], [2.35548, -0.09455, 2.56787], [1.20970, 1.89345, 2.75450], [2.61351, 3.48275, 4.94049], [1.42963, 2.49176, 5.87074], [3.76665, 1.64166, 4.31607], [2.64593, 0.57338, 5.24059]],
  "mulliken_charge": [-1.4387, 0.4090, 0.0340, 0.0356, 0.5432, 0.2458, -1.6305, 0.5704, 0.2766, 0.3433, 0.4091, 0.1738, -0.5581, -0.7810, 0.5393, 0.4624, -0.3506, -0.9011, 0.8093, 0.0292, 0.0200, 0.3754, 0.3060, 0.2982, 0.3366, 0.2378, 0.3247, -0.9062, -0.9330, 0.3557, 0.2171, 0.0531, -0.7335, 0.2976, 0.1827, 0.4323, 0.3471, 0.3300, 0.0832, -0.9805, -0.8321, 0.2884, 0.3435, -0.3192, -0.4939, 0.3556, 0.4409, 0.3614, 0.4600, 0.5416, -0.8210, -0.0686, 0.4268, 0.8954, -1.3650, 0.5318, -0.3193, 0.4341, -0.6019, -0.7595, 0.3492, 0.3963, 0.3907, 1.1681, -0.3576, -1.4886, -0.6648, -0.1293, 0.3974, 0.3407, 0.3774, 0.5677, -0.1556, -0.5247, 0.2730, -0.3526, 0.5531, -0.6705, 0.0859, -0.3766, -0.5063, 0.0804, -0.5620, 0.4160, 0.3079, 0.1570, 0.3179, 0.2455],
  "homo_energy_ev": -7.307,
  "spin_multiplicity": 1,
  "e_lumo_ev": 0.0,
  "de_lowest_kcal_mol": 50.1,
  "orbital_gap_ev": 7.356,
  "total_charge": 0
}



{
  "formula": "C2H8S3",
  "method": "ωB97M-V with the def2-TZVPD basis set",
  "elements": ["C", "C", "S", "H", "H", "H", "H", "H", "H", "S", "S", "H", "H"],
  "xyz": [[1.54436, 0.84134, -0.45589], [0.96879, -0.33557, 0.29943], [0.99141, -1.97443, -0.52223], [0.81303, 1.52613, -0.87739], [2.22062, 1.42280, 0.18160], [2.19386, 0.52409, -1.25820], [-0.05701, -0.20201, 0.60671], [1.52520, -0.56308, 1.18572], [0.06278, -1.70150, -1.45113], [-3.10771, 0.62333, -0.26906], [-3.03014, -0.56496, 1.44696], [-2.01048, 0.16664, -0.89207], [-2.11471, 0.23723, 2.00554]],
  "mulliken_charge": [-0.8734, -0.0982, -0.1851, 0.2900, 0.2856, 0.3146, -0.1536, 0.3433, 0.0906, -0.1460, -0.1685, 0.1428, 0.1578],
  "homo_energy_ev": -9.153,
  "spin_multiplicity": 1,
  "e_lumo_ev": 0.2,
  "smiles": "CCS.SS",
  "de_lowest_kcal_mol": 7.5,
  "orbital_gap_ev": 9.324,
  "total_charge": 0
}



{
  "formula": "C37H35BN10NaO5",
  "method": "ωB97M-V with the def2-TZVPD basis set",
  "elements": ["Na", "O", "C", "C", "C", "C", "C", "C", "C", "O", "N", "N", "C", "C", "C", "C", "C", "C", "C", "O", "H", "H", "H", "H", "H", "H", "H", "H", "H", "H", "C", "C", "C", "C", "N", "N", "B", "N", "C", "C", "C", "C", "N", "N", "C", "C", "C", "C", "N", "N", "C", "C", "C", "C", "N", "H", "H", "H", "H", "H", "H", "H", "H", "H", "H", "H", "H", "H", "H", "H", "H", "H", "H", "H", "H", "O", "C", "O", "C", "C", "C", "C", "C", "C", "H", "H", "H", "H", "H"],
  "xyz": [[0.09743, 0.42145, -0.46978], [-4.44521, -3.78595, -1.53604], [-3.23939, -4.25832, -2.01247], [-3.28661, -5.50699, -2.69558], [-2.13415, -6.01608, -3.24548], [-0.93590, -5.34465, -3.11477], [-0.81964, -4.15247, -2.40222], [-1.99742, -3.56367, -1.85181], [-1.78717, -2.23761, -1.19619], [-0.61504, -1.83697, -1.00448], [-2.90737, -1.54116, -0.80858], [-2.55658, -0.50065, -0.11211], [-3.35878, -0.00958, 0.79158], [-3.08263, 1.13117, 1.63226], [-4.15136, 2.00533, 1.82219], [-4.09188, 3.02267, 2.77815], [-2.94338, 3.11440, 3.58076], [-1.83957, 2.37048, 3.30053], [-1.80400, 1.40408, 2.22256], [-0.70362, 0.89820, 1.84723], [-4.20496, -2.84522, -1.20595], [-4.24287, -6.00024, -2.81942], [-2.17030, -6.95539, -3.77785], [-0.08051, -5.85656, -3.59648], [0.14741, -3.60532, -2.36186], [-4.35428, -0.46190, 0.87839], [-5.08376, 1.92388, 1.26006], [-4.92377, 3.72566, 2.91278], [-2.91171, 3.82503, 4.41256], [-0.89044, 2.50341, 3.80828], [0.58245, -3.48914, 1.53448], [1.07571, -2.19563, 2.05683], [1.04330, -1.65650, 3.38831], [1.71517, -0.46681, 3.32465], [2.16414, -0.29710, 2.02035], [1.70447, -1.33617, 1.24959], [2.90500, 0.89818, 1.39827], [3.38194, 0.56875, -0.03904], [4.53951, -0.06332, -0.36600], [4.43339, -0.61523, -1.59940], [3.07355, -0.31314, -2.02762], [2.41796, -0.76457, -3.24871], [2.41803, 0.31135, -1.07114], [2.04735, 2.18660, 1.32866], [1.87472, 3.16782, 2.25768], [1.07727, 4.14741, 1.75847], [0.75400, 3.68679, 0.42014], [0.01098, 4.40722, -0.65070], [1.29684, 2.50209, 0.19278], [4.14810, 1.15592, 2.33984], [5.23807, 1.89626, 2.06252], [5.82326, 2.31949, 3.23302], [4.95091, 1.83802, 4.25884], [4.95701, 2.07467, 5.73623], [3.92634, 1.15925, 3.72663], [0.86795, -4.30256, 2.20627], [0.92404, -3.70585, 0.51608], [-0.50088, -3.41835, 1.48698], [0.59905, -2.11883, 4.25883], [1.88094, 0.22064, 4.14402], [5.41791, -0.13215, 0.27999], [5.14902, -1.15672, -2.20574], [3.11885, -1.29502, -3.87974], [2.05866, 0.13337, -3.78474], [1.57176, -1.42526, -3.01571], [2.27794, 3.11160, 3.26564], [0.68760, 5.05431, 2.17641], [-0.38644, 5.29755, -0.17028], [-0.78714, 3.75622, -1.00940], [0.68214, 4.69475, -1.47715], [5.56285, 2.11877, 1.05401], [6.73653, 2.90509, 3.40519], [5.85488, 2.65948, 5.97603], [4.96196, 1.14957, 6.35235], [4.05329, 2.62966, 6.04740], [-3.30788, 2.63744, -2.41152], [-2.35798, 1.81700, -2.55655], [-1.20999, 1.83168, -2.03590], [-2.77722, 0.71811, -3.52674], [-4.13357, 0.61787, -3.86858], [-4.57995, -0.45784, -4.63841], [-3.65007, -1.38145, -5.09817], [-2.31445, -1.24550, -4.79081], [-1.84883, -0.21753, -3.99172], [-4.82434, 1.37349, -3.46259], [-5.63231, -0.58901, -4.94410], [-3.96826, -2.20955, -5.73085], [-1.57792, -1.95545, -5.17758], [-0.79013, -0.10478, -3.71389]],
  "mulliken_charge": [1.0060, -0.7242, 0.6987, -0.8076, -0.2851, -0.7904, -0.4344, 0.3460, 0.3559, -0.3252, -0.8313, 0.9400, -1.3152, 0.7012, -0.6374, -0.5107, -0.4438, -0.7956, 0.2967, 0.1428, 0.5351, 0.3980, 0.3658, 0.2966, 0.1458, 0.2916, 0.3779, 0.3497, 0.3552, 0.4272, -1.3497, 0.8767, -1.3602, -0.1007, 1.7116, -0.8983, -0.6545, 0.3636, -0.3619, -1.4402, 0.6416, -0.8428, -0.2693, 1.8700, -0.4943, -1.2742, 0.6387, -1.0974, -0.8950, 0.6036, -0.2370, -1.2895, 0.7916, -1.2006, -0.9568, 0.4783, 0.1688, 0.1488, 0.3086, 0.4862, 0.4532, 0.3777, 0.3822, 0.2497, -0.1381, 0.4176, 0.3977, 0.3671, 0.0900, 0.2224, 0.5625, 0.3166, 0.3389, 0.2587, 0.2374, -0.8351, 0.1913, -0.7062, 0.3244, -0.4117, -0.4587, -0.4017, -0.3654, 0.0521, 0.3953, 0.3175, 0.3593, 0.2908, 0.2192],
  "homo_energy_ev": [-2.630, -2.550],
  "spin_multiplicity": 2,
  "e_lumo_ev": [3.8, 2.8],
  "de_lowest_kcal_mol": 0.0,
  "orbital_gap_ev": [6.467, 5.387],
  "total_charge": -2
}



no.,F_max (eV/A)
1,3.8
2,0.9
3,2.9